This record from OMol25 describes 2 unconnected molecules or ions with the total composition C37H37BF12N2O2S at a distorted geometry. The level of theory is ωB97M-V/def2-TZVPD.

## Properties
calculated total energy	-3313.55573	Ha
HOMO energy	-6.512	eV
molar mass	812.57	g mol⁻¹
frontier orbital gap	4.29	eV
energy above the lowest of the compared OMol25 structures with the same formula, charge and spin	37.4	kJ/mol

XYZ file:
```
92
Properties=species:S:1:pos:R:3:forces:R:3
C -2.7305 -0.9969 -7.2084 -0.385 -0.150 -0.571
C -2.0721 -0.6046 -5.9586 0.566 0.899 0.441
C -1.0497 0.2999 -5.7755 -0.420 -0.672 0.049
C -0.6234 0.3777 -4.4061 -0.839 -0.456 -0.160
C -1.3648 -0.4268 -3.5827 -1.189 -1.059 -0.863
B -1.3442 -0.9539 -2.0021 -0.618 1.113 -2.701
C -2.1575 0.4072 -1.5717 0.508 -0.752 1.350
C -3.5198 0.3255 -1.2681 -0.297 0.461 0.400
C -4.2236 1.4687 -0.8743 -0.145 -0.125 -0.342
C -5.6836 1.3831 -0.5280 -0.350 -0.107 -0.159
F -6.3603 2.5188 -0.8863 0.335 -0.935 0.410
F -6.2927 0.3308 -1.1442 0.245 0.843 0.630
F -5.8668 1.2239 0.8281 -0.078 0.109 -0.958
C -3.5978 2.6977 -0.7561 -0.234 0.139 0.289
C -2.2492 2.7643 -1.0606 0.406 0.108 -0.480
C -1.5226 4.0467 -0.7868 0.278 0.285 0.006
F -1.4010 4.2672 0.5722 -0.044 -0.028 -1.086
F -0.2517 4.0365 -1.2921 -0.884 0.258 0.426
F -2.1679 5.1330 -1.2993 0.590 -0.573 0.428
C -1.5688 1.6651 -1.5779 -0.409 0.793 0.709
O -2.1332 -2.0875 -1.6781 -0.380 -1.304 0.318
C -1.5970 -3.4077 -1.4971 0.117 1.073 -0.100
C -0.2469 -3.6506 -2.2302 -0.172 0.448 0.785
C 0.3963 -4.8712 -1.5999 -0.040 -0.281 0.208
C -0.4273 -3.8034 -3.7232 0.055 0.056 -0.294
C 0.6920 -2.4640 -1.9166 -0.912 0.572 0.417
O 0.0737 -1.1947 -2.0255 2.253 -0.084 1.789
S -2.6008 -1.2655 -4.4607 0.462 0.715 -0.501
H -2.2898 -0.4322 -8.0294 -0.155 -0.106 -0.184
H -2.6073 -2.0708 -7.3932 -0.040 0.160 -0.141
H -3.8052 -0.7890 -7.1490 0.103 -0.037 -0.245
H -0.6111 0.8647 -6.5939 -0.022 -0.118 0.077
H 0.1677 1.0240 -4.0624 0.221 0.026 0.041
H -4.0545 -0.6182 -1.3363 0.286 0.042 0.116
H -4.1523 3.5933 -0.4706 0.194 -0.316 0.071
H -0.5664 1.8153 -1.9530 0.052 -0.056 0.110
H -1.4258 -3.5521 -0.4055 -0.148 -0.085 -0.488
H -2.3786 -4.1089 -1.8450 0.442 0.102 0.180
H 1.3990 -5.0388 -1.9990 0.018 -0.054 -0.037
H 0.4786 -4.7044 -0.5181 0.076 -0.201 -0.148
H -0.1969 -5.7782 -1.7621 0.074 0.093 -0.029
H 0.5524 -3.9659 -4.1940 -0.197 0.021 -0.020
H -1.0645 -4.6671 -3.9444 0.032 0.110 -0.037
H -0.8905 -2.9019 -4.1463 0.312 -0.490 0.036
H 1.0480 -2.5379 -0.8736 0.193 -0.392 -0.118
H 1.5580 -2.4753 -2.5962 -0.124 -0.065 0.132
C -1.3321 3.9584 5.1008 0.450 0.195 -0.019
N -1.8839 2.7861 4.4517 -1.074 0.329 0.472
C -3.1247 2.3006 5.0427 0.396 0.205 -0.446
C -2.8129 1.2380 6.0582 1.030 -1.164 0.788
F -3.9015 0.7066 6.6713 0.832 0.536 -0.570
F -2.1163 0.2085 5.4662 -0.766 0.768 0.708
F -1.9842 1.7414 7.0399 -0.867 -0.502 -0.759
C -1.2939 2.1999 3.3743 0.737 -0.595 -0.701
C -1.9546 1.2215 2.5777 0.104 0.228 0.180
C -1.3199 0.6368 1.4983 0.029 0.433 -0.396
C 0.0149 0.9614 1.1523 -0.456 -0.431 0.927
C 0.7458 0.3378 0.0513 2.072 0.313 1.084
C 1.9866 -0.2952 0.3692 -0.824 0.002 0.347
C 3.0951 -0.4746 -0.5147 0.113 -0.210 -0.175
C 4.3233 -0.8782 -0.0374 -0.243 -0.009 -0.124
C 4.5280 -1.1502 1.3551 -0.394 0.712 -0.163
N 5.7674 -1.2599 1.8903 0.340 -0.573 -0.437
C 5.9854 -1.6279 3.2757 -0.101 -0.089 0.667
C 6.9781 -1.1239 1.0957 -0.402 -0.273 -0.038
C 7.4115 0.3080 1.0676 0.015 2.049 0.305
F 8.5364 0.5191 0.3358 -0.990 -0.316 0.658
F 6.4189 1.1130 0.5592 1.108 -0.706 0.392
F 7.6472 0.7601 2.3504 -0.068 -0.418 -1.274
C 3.3786 -1.2026 2.1892 -0.101 -0.061 0.017
C 2.1591 -0.7915 1.7046 0.296 0.163 -0.083
C 0.6974 1.8481 2.0272 0.168 -0.423 -0.489
C 0.0599 2.5075 3.0567 -0.604 -0.058 0.119
H -0.9674 4.6718 4.3514 -0.074 -0.115 0.145
H -2.1373 4.4363 5.6690 0.368 -0.010 -0.089
H -0.5055 3.7147 5.7885 -0.246 0.081 -0.141
H -3.5714 3.1374 5.5823 -0.339 -0.245 -0.220
H -3.8017 1.8886 4.2905 -0.065 0.189 0.262
H -2.9892 0.9452 2.8010 0.525 -0.050 -0.169
H -1.8432 -0.1079 0.9036 -0.014 0.197 0.094
H 0.5120 0.5773 -0.9663 -0.097 -0.308 -0.166
H 2.9700 -0.2797 -1.5866 0.019 0.026 0.472
H 5.1622 -0.9812 -0.7271 -0.442 0.199 0.151
H 5.4335 -2.5428 3.5424 0.152 0.274 -0.109
H 7.0568 -1.8215 3.4092 -0.431 0.075 0.111
H 5.6929 -0.8219 3.9677 0.080 -0.232 -0.232
H 7.7687 -1.6876 1.5918 0.005 -0.084 -0.414
H 6.8221 -1.4588 0.0692 0.284 -0.105 0.188
H 3.4668 -1.5216 3.2279 -0.060 0.086 -0.358
H 1.2896 -0.8346 2.3546 0.169 0.076 -0.075
H 1.7636 2.0073 1.8625 -0.292 0.207 -0.044
H 0.5980 3.2542 3.6406 -0.082 -0.351 -0.154
```
Positions in Å, forces in eV/Å.


This record from OMol25 describes a molecular structure, C37H37BrCdN7O2S. The level of theory is ωB97M-V/def2-TZVPD.

## Properties
calculated total energy	-5105.74652	Ha
HOMO energy	-10.557	eV
molar mass	836.13	g mol⁻¹
frontier orbital gap	8.52	eV
charge	+1
energy above the lowest of the compared OMol25 structures with the same formula, charge and spin	42.4	kJ/mol

XYZ file:
```
86
Properties=species:S:1:pos:R:3:forces:R:3
Cd -0.9189 0.2039 0.0613 0.060 0.299 -0.332
C -3.5067 1.8617 -1.0381 0.116 -0.039 -0.014
C -2.8508 2.5507 -2.2345 0.052 -0.006 0.004
C -1.4630 2.1940 -2.7219 -0.043 -0.050 0.110
C -1.1417 2.4155 -4.0588 0.017 0.066 -0.023
C 0.1701 2.2826 -4.4790 -0.039 0.002 -0.038
C 1.1443 1.9400 -3.5525 0.009 -0.010 -0.028
C 0.7390 1.6948 -2.2567 -0.051 -0.064 0.091
N -0.5331 1.7923 -1.8497 -0.019 -0.154 0.055
N -2.7608 1.8166 0.2457 0.056 0.048 0.187
C -3.6662 1.3306 1.3125 0.046 0.035 -0.067
C -3.2401 0.0990 2.0839 0.017 0.028 -0.082
C -3.7936 -0.1620 3.3285 -0.068 0.003 0.043
C -3.5207 -1.3740 3.9393 -0.023 0.029 0.041
C -2.6979 -2.2869 3.2969 0.012 -0.034 0.041
C -2.1524 -1.9307 2.0821 0.064 0.042 -0.064
N -2.4280 -0.7643 1.4895 0.080 -0.086 0.103
C -2.1818 3.1253 0.5920 0.011 -0.090 0.006
C -0.9865 3.0653 1.5135 0.080 -0.068 -0.082
C -0.8857 3.8748 2.6312 0.001 0.045 0.032
C 0.3165 3.9099 3.3264 -0.011 0.023 0.029
C 1.3739 3.1391 2.8780 0.008 0.030 0.004
C 1.1690 2.3234 1.7774 -0.048 -0.001 -0.058
N 0.0184 2.2812 1.1101 -0.013 0.008 0.151
H -3.7470 0.8342 -1.2956 0.003 -0.045 0.010
H -4.4576 2.3843 -0.8778 -0.036 0.022 -0.016
H -2.8396 3.6322 -2.0637 -0.008 0.008 -0.044
H -3.5444 2.4107 -3.0653 -0.020 -0.007 -0.015
H -1.9170 2.7104 -4.7549 0.024 -0.001 0.020
H 0.4320 2.4574 -5.5151 -0.012 -0.004 0.024
H 2.1860 1.8469 -3.8288 -0.037 -0.001 0.014
H 1.4524 1.3932 -1.4974 -0.011 -0.024 -0.012
H -4.6202 1.0665 0.8507 -0.058 0.011 -0.022
H -3.8823 2.1336 2.0203 0.026 0.031 0.025
H -4.4373 0.5706 3.8009 0.024 -0.033 -0.014
H -3.9436 -1.6028 4.9093 0.001 0.004 -0.018
H -2.4593 -3.2454 3.7372 -0.011 0.036 -0.014
H -1.4595 -2.5856 1.5654 0.015 0.011 -0.004
H -2.9420 3.7970 1.0045 -0.024 0.013 0.011
H -1.8072 3.5779 -0.3232 -0.015 0.025 -0.014
H -1.7272 4.4828 2.9389 0.018 -0.009 0.000
H 0.4232 4.5378 4.2029 -0.004 -0.025 -0.041
H 2.3317 3.1429 3.3800 -0.022 0.002 -0.008
H 1.9525 1.6591 1.4269 -0.037 0.021 0.005
C 7.2955 -1.7431 -0.7690 -0.038 0.004 0.005
C 5.8113 -1.8468 -0.5384 0.033 0.034 -0.005
C 5.2166 -3.0618 -0.2200 0.020 -0.027 0.007
C 3.8502 -3.1559 0.0113 0.012 -0.020 0.007
C 3.0672 -2.0179 -0.0826 0.090 0.071 -0.038
C 3.6404 -0.7895 -0.3973 -0.032 -0.131 0.035
C 5.0020 -0.7106 -0.6216 0.052 0.007 0.003
S 1.3207 -2.1612 0.1516 0.031 0.143 0.007
O 1.1077 -3.3663 0.9085 -0.101 -0.054 0.010
O 0.7162 -2.0512 -1.1587 -0.183 0.104 -0.190
N 0.8171 -0.8523 0.9330 0.206 -0.019 0.551
C 1.0469 -0.7445 2.3258 -0.007 0.063 -0.292
C 2.1895 -1.2454 2.9672 -0.028 -0.084 -0.014
C 2.3329 -1.0399 4.3237 0.015 -0.001 -0.025
C 1.3611 -0.3307 5.0218 0.026 0.013 0.040
C 0.2837 0.1438 4.3041 -0.064 -0.053 -0.141
N 0.1212 -0.0552 2.9922 -0.084 -0.050 0.044
H 7.7560 -2.7278 -0.8364 -0.017 0.019 0.003
H 7.7774 -1.2022 0.0483 -0.016 -0.010 -0.014
H 7.5116 -1.2012 -1.6910 -0.008 -0.010 0.018
H 5.8308 -3.9523 -0.1464 -0.025 0.034 -0.008
H 3.3908 -4.1018 0.2710 0.023 0.054 -0.013
H 3.0180 0.0948 -0.4439 0.000 0.016 -0.012
H 5.4543 0.2466 -0.8587 -0.021 -0.030 0.004
H 2.9418 -1.7879 2.4127 -0.020 0.004 0.044
H 3.2044 -1.4270 4.8369 -0.009 0.001 -0.015
H 1.4419 -0.1512 6.0856 -0.004 -0.006 -0.042
H -0.5002 0.7128 4.7947 0.003 -0.007 -0.020
C -0.1633 -2.1092 -5.0826 -0.017 0.008 0.007
C -1.2370 -2.0674 -4.0331 0.093 0.013 -0.056
C -2.2602 -3.0023 -3.9806 -0.080 -0.111 -0.045
C -3.2105 -2.9192 -2.9827 -0.021 -0.018 -0.039
C -3.0931 -1.8988 -2.0542 0.079 0.098 -0.004
Br -4.4802 -1.7882 -0.7578 -0.002 0.032 -0.013
N -2.1180 -0.9996 -2.0468 -0.083 -0.308 -0.063
C -1.2224 -1.1034 -3.0439 -0.031 0.010 0.161
H -0.5856 -2.0169 -6.0847 0.000 -0.005 0.024
H 0.3803 -3.0538 -5.0369 -0.007 0.014 0.004
H 0.5557 -1.3029 -4.9378 -0.018 -0.013 0.001
H -2.3198 -3.7949 -4.7188 0.001 0.031 0.034
H -4.0302 -3.6188 -2.9176 0.005 0.000 -0.003
H -0.4195 -0.3857 -3.0392 0.097 0.091 0.049
```
Positions in Å, forces in eV/Å.


The lowest calculated total energy belongs to which entry? C37H37BrCdN7O2S


Which of these has the lowest HOMO energy? C37H37BrCdN7O2S